No. 1
This record from the Open Molecules 2025 dataset describes a 5-piece molecular cluster, C35H71O8 overall. The level of theory is the ωB97M-V functional and the def2-TZVPD basis.

Calculated values
Total charge: -1
HOMO, eV: -1.0
Lowest unoccupied orbital energy, eV: 1.869
Orbital gap, eV: 2.8

The geometry in XYZ format:
```
114
Properties=species:S:1:pos:R:3:forces:R:3
C -1.13081 -1.19740 8.15428 -0.1 0.1 0.2
C -2.12542 -0.03459 8.34345 0.3 -0.1 0.1
C -2.07527 1.01759 7.23402 -0.3 -0.2 0.1
C -2.30158 0.48201 5.81724 0.1 0.5 0.2
C -3.77252 0.42598 5.42039 0.0 -0.2 0.1
C -3.98536 0.29326 3.90788 0.0 -0.2 0.2
C -4.07694 1.63366 3.17344 0.4 0.0 0.2
C -2.71425 2.28594 2.99336 -0.1 0.0 -0.1
C -2.62082 3.17556 1.76019 0.1 -0.3 0.6
C -1.27259 2.94160 1.08009 -0.4 0.0 -0.6
C -0.79129 4.07448 0.17834 0.3 0.1 0.2
C -0.11195 5.25075 0.93439 -0.4 -0.2 -0.2
C 0.14741 5.02295 2.42581 0.4 0.4 0.0
C 1.25946 4.02585 2.81574 -0.3 -0.3 0.0
C 2.15121 3.54055 1.68539 0.2 -0.1 -0.1
C 3.06837 2.37416 2.08099 -0.3 0.3 0.0
C 3.81392 2.54209 3.40969 0.2 -0.3 -0.3
C 5.20153 1.89824 3.41186 -0.1 -0.1 0.1
C 5.21281 0.43908 2.91662 0.3 0.1 0.2
H -0.48047 -1.30620 9.02173 0.0 0.0 0.1
H -1.64887 -2.14570 8.02786 0.1 -0.1 -0.2
H -0.48599 -1.02502 7.29614 0.0 -0.1 -0.1
H -3.13771 -0.42601 8.44347 -0.1 0.0 -0.1
H -1.88888 0.44510 9.29500 -0.1 0.1 0.1
H -1.13411 1.56491 7.31335 0.2 -0.1 -0.1
H -2.86007 1.74862 7.43740 0.0 0.2 0.0
H -1.84697 -0.50619 5.71539 0.0 -0.1 -0.1
H -1.80461 1.15177 5.11486 0.0 0.0 -0.1
H -4.25674 -0.39905 5.95836 -0.1 -0.1 0.0
H -4.27511 1.33353 5.76224 0.0 0.1 0.0
H -3.14090 -0.27644 3.50454 0.0 0.0 -0.2
H -4.87285 -0.31995 3.72181 -0.2 0.1 0.0
H -4.59666 1.44868 2.20531 -0.1 0.1 -0.1
H -4.74216 2.26545 3.77784 -0.3 0.1 -0.2
H -1.99199 1.47465 2.85217 0.1 -0.1 0.0
H -2.74018 4.24445 1.99042 -0.1 0.1 -0.1
H -3.41930 2.92669 1.02845 -0.1 0.1 -0.2
H -0.53096 2.66986 1.82389 0.0 0.1 0.1
H -1.39485 2.05075 0.46298 0.0 -0.2 0.0
H -1.63804 4.45770 -0.39357 -0.1 0.0 -0.1
H -0.09130 3.67160 -0.56085 0.1 0.0 0.0
H -0.76099 6.12523 0.86471 -0.1 0.1 0.0
H 0.80223 5.52948 0.40749 0.2 0.0 0.1
H -0.78126 4.72295 2.90723 -0.1 -0.1 0.1
H 0.39745 6.00006 2.84961 0.0 0.1 0.0
H 0.77624 3.14932 3.25334 0.0 -0.1 0.1
H 1.87437 4.44731 3.61101 0.0 0.1 0.1
H 1.52233 3.16243 0.87933 -0.1 0.1 -0.1
H 2.73722 4.35605 1.25043 0.1 0.1 0.1
H 2.41589 1.50315 2.13928 0.1 -0.2 0.0
H 3.77292 2.20542 1.26299 0.1 -0.1 0.0
H 3.91426 3.60006 3.64611 0.0 0.1 0.1
H 3.22592 2.06893 4.19645 -0.1 0.2 0.2
H 5.88686 2.50101 2.81543 0.0 0.0 -0.1
H 5.58318 1.92239 4.43303 0.1 0.1 0.1
H 4.22289 0.09984 2.62523 -0.1 -0.1 0.0
H 5.87687 0.31419 2.06343 0.0 0.0 -0.2
H 5.59859 -0.21798 3.69425 -0.1 -0.2 0.0
O 0.19882 0.32911 3.05219 0.3 0.1 -0.1
C 0.69738 -0.73558 2.85144 -0.3 -0.2 0.1
O 1.23337 -0.98284 1.62234 0.1 0.1 0.0
C 1.96442 -2.16848 1.32310 0.0 -0.1 0.0
C 1.05411 -3.31650 0.93099 -0.1 0.0 0.0
C 0.66979 -1.83742 3.88723 0.3 0.0 0.0
H 2.62690 -2.43376 2.14961 0.0 0.0 0.0
H 2.60238 -1.89416 0.48253 0.0 0.0 0.0
H 0.39471 -3.60167 1.75059 0.0 0.0 0.0
H 1.64422 -4.18894 0.64530 0.0 0.0 0.0
H 0.42314 -3.02950 0.08930 0.0 0.0 0.0
H -0.29276 -2.34421 3.82055 0.0 0.0 0.0
H 0.74550 -1.37311 4.86716 -0.1 0.1 0.0
H 1.46688 -2.57198 3.79205 -0.1 0.0 0.0
O -1.27727 -3.48776 -3.03140 -0.2 -0.1 0.3
C -0.80152 -2.39901 -2.81756 0.0 0.4 0.0
O -1.12507 -1.75642 -1.69274 0.0 -0.3 0.0
C -0.47495 -0.53679 -1.28138 0.1 0.3 0.2
C -1.07998 0.69793 -1.90831 -0.1 -0.2 -0.3
C 0.10813 -1.74037 -3.82740 0.2 0.1 0.1
H 0.59848 -0.60811 -1.46814 0.0 0.0 0.0
H -0.60468 -0.50377 -0.20161 0.0 -0.1 0.0
H -0.98535 0.70428 -2.99649 0.1 0.0 0.0
H -0.58166 1.58078 -1.51140 0.0 0.0 0.0
H -2.14108 0.76201 -1.66849 0.0 0.0 0.1
H -0.50391 -1.22908 -4.57026 0.0 0.1 0.0
H 0.67605 -2.52879 -4.31602 -0.4 0.7 0.1
H 0.81113 -1.02525 -3.40958 -0.1 0.1 0.0
O -0.29278 1.04687 -5.95286 0.0 0.1 0.1
C -0.08585 0.70397 -7.08390 0.1 -0.3 0.0
O -1.13819 0.48211 -7.89164 0.0 0.3 0.0
C -0.98817 0.10992 -9.26359 -0.1 -0.2 -0.2
C -0.86478 -1.39136 -9.39495 0.1 0.0 0.0
C 1.31294 0.42805 -7.58653 0.1 0.3 -0.1
H -0.15604 0.64572 -9.72282 0.0 0.0 0.0
H -1.89653 0.45995 -9.75229 0.0 0.0 0.1
H 0.01997 -1.77698 -8.89259 0.0 0.0 0.0
H -0.80908 -1.67945 -10.44495 0.0 0.0 0.0
H -1.72893 -1.87952 -8.94533 0.0 0.0 0.0
H 1.58403 -0.58782 -7.29946 0.0 0.0 0.0
H 1.98858 1.12283 -7.09462 0.0 -0.1 0.1
H 1.43615 0.53212 -8.66115 0.0 -0.1 0.0
O 0.35542 -4.36434 -9.00721 0.1 -0.1 -0.2
C 0.29145 -4.86624 -7.91675 0.0 0.1 0.2
O -0.10901 -4.09816 -6.88655 0.0 -0.1 -0.3
C -0.40069 -4.61213 -5.57623 0.0 0.0 0.1
C 0.84548 -4.74943 -4.72754 0.2 -0.4 -0.2
C 0.70458 -6.30043 -7.67434 -0.3 -0.1 0.0
H -0.95485 -5.54851 -5.64895 0.0 0.0 0.0
H -1.07472 -3.87944 -5.13641 0.1 -0.2 -0.1
H 1.54542 -5.47127 -5.14937 0.0 -0.1 0.0
H 0.57881 -5.07460 -3.72204 0.0 0.1 -0.1
H 1.36133 -3.79177 -4.65841 0.2 -0.6 -0.1
H 1.78522 -6.32804 -7.53973 0.0 0.0 0.0
H 0.45068 -6.87756 -8.55957 0.1 0.1 -0.1
H 0.23021 -6.76591 -6.81512 0.1 0.1 0.1
```
Forces are in eV/Å.

Results of the Löwdin charge analysis, in e, for atoms 1 through 5:
1 C -0.1164
2 C -0.2641
3 C -0.2252
4 C -0.2265
5 C -0.2231

No. 2
This record from the Open Molecules 2025 dataset describes a 8-piece molecular cluster, C35H72BNO15P2 overall in a non-equilibrium geometry. The level of theory is the ωB97M-V functional and the def2-TZVPD basis.

Calculated values
SMILES string: CC(=O)N(C)c1c(O)cc2c(c1B(O)O)C(=O)C(P(C)O)=C([PH2]=O)C2=O.CC(C)O.CC(C)O.CC(C)O.CC(C)O.CC(C)O.CC(C)O.CC(C)O
Total charge: 0
HOMO, eV: -8.3
Lowest unoccupied orbital energy, eV: -1.140
Orbital gap, eV: 7.2

The geometry in XYZ format:
```
126
Properties=species:S:1:pos:R:3:forces:R:3
C 7.72784 0.49520 -1.65416 0.0 0.0 0.7
C 6.46314 -0.34353 -1.71269 0.0 -0.3 -0.2
O 6.38188 -1.23121 -2.52244 -0.3 0.2 -0.3
N 5.39340 -0.12361 -0.79227 1.1 1.1 -0.1
C 5.77634 0.64702 0.41256 -0.9 -0.1 0.2
C 4.20065 0.40553 -1.38083 -0.9 -0.7 0.0
C 4.16833 1.51353 -2.22043 0.5 0.5 -0.5
O 5.34624 2.15344 -2.58318 -0.1 -0.3 0.2
C 2.97739 2.04066 -2.71220 0.0 -0.3 0.2
C 1.79847 1.43345 -2.34939 -0.7 -0.1 0.0
C 1.79805 0.29532 -1.54399 0.1 0.3 -0.1
C 2.98558 -0.21752 -1.06565 0.4 -0.6 0.5
B 3.00697 -1.48926 -0.10870 0.1 -0.2 -0.4
O 3.54271 -2.65882 -0.57898 -0.5 0.2 -0.1
O 2.50374 -1.38381 1.17257 0.5 0.3 -0.1
C 0.49693 -0.34718 -1.22668 0.2 0.5 0.1
O 0.36075 -1.54192 -1.15135 0.1 -0.2 0.1
C -0.65446 0.62047 -1.02180 -0.7 -0.5 -0.7
P -1.88912 0.26411 0.27221 0.3 0.2 1.5
C -2.04169 -1.55917 0.37937 -0.1 0.2 -1.5
O -3.36290 0.72772 -0.31614 0.4 -0.3 -0.1
C -0.65347 1.71808 -1.80306 0.0 0.5 0.2
P -1.92871 3.02586 -1.77875 -0.7 -0.2 -0.9
O -3.20528 2.71942 -2.46981 0.0 0.0 0.1
C 0.46259 1.94637 -2.78958 0.2 -0.3 0.4
O 0.27407 2.50383 -3.84167 0.0 0.3 -0.1
H 8.44748 -0.03427 -1.02341 0.1 0.0 -0.1
H 7.57484 1.48151 -1.22348 -0.1 0.0 -0.1
H 8.15231 0.59239 -2.64838 -0.1 -0.2 -0.1
H 5.18121 0.26980 1.24774 0.0 0.0 0.0
H 5.51058 1.69947 0.29684 0.3 0.1 0.1
H 6.82033 0.50947 0.67554 0.0 0.0 -0.2
H 5.61077 1.81847 -3.44849 0.1 0.1 0.0
H 2.96686 2.90862 -3.35665 0.1 0.0 0.0
H 3.10506 -3.40893 -0.15793 0.4 -0.1 0.2
H 3.05541 -1.93907 1.73982 -0.4 -0.4 0.1
H -2.85480 -1.84697 1.04006 0.2 0.2 0.4
H -1.09307 -2.01514 0.64519 -0.1 0.0 0.4
H -2.27854 -1.92251 -0.62781 0.0 -0.1 0.1
H -3.99929 0.02656 -0.12643 -0.2 0.1 -0.3
H -1.29008 4.12570 -2.38603 0.3 -0.1 0.4
H -2.06102 3.39585 -0.42180 0.2 -0.2 0.0
C 4.51640 5.34328 2.95281 0.2 0.0 0.1
C 4.32340 4.78644 1.55235 -0.4 0.1 0.2
C 3.15224 5.45252 0.84753 0.0 0.0 -0.2
O 4.12262 3.37167 1.60192 0.2 -0.1 -0.1
H 3.62958 5.15754 3.56598 -0.1 0.0 -0.1
H 5.35880 4.85612 3.44627 0.0 0.0 0.0
H 4.70060 6.41877 2.92759 0.0 0.0 0.0
H 5.23302 4.93972 0.96991 0.0 -0.1 0.0
H 2.22360 5.26897 1.39581 0.0 0.0 0.1
H 3.02677 5.04250 -0.15597 0.0 0.0 0.0
H 3.30046 6.53041 0.76962 0.0 0.0 0.0
H 3.32158 3.20568 2.11052 0.0 0.0 0.0
C -5.11469 -0.37572 -3.61300 0.1 -0.1 0.1
C -6.28547 0.58159 -3.73456 0.4 0.3 0.0
C -6.07043 1.57539 -4.86672 -0.1 0.1 -0.1
O -6.46498 1.27998 -2.50334 -0.2 -0.1 0.0
H -4.20606 0.18871 -3.38480 0.0 0.0 -0.1
H -5.27935 -1.07533 -2.79129 -0.1 0.0 0.0
H -4.95329 -0.94709 -4.52890 0.0 0.0 0.0
H -7.20517 0.01854 -3.91049 -0.1 0.0 0.1
H -5.17740 2.17826 -4.68473 0.1 -0.1 0.0
H -6.91558 2.26268 -4.93752 0.0 0.0 0.0
H -5.95498 1.06525 -5.82500 0.0 0.0 0.0
H -5.65654 1.78346 -2.33241 0.1 0.0 0.0
C -10.56618 0.97329 -5.85047 -0.1 -0.1 0.0
C -10.92671 2.14093 -4.94447 0.5 0.0 -0.1
C -10.25688 3.42777 -5.40187 -0.1 0.1 0.0
O -10.55494 1.84908 -3.59972 -0.3 0.0 0.1
H -9.48754 0.79218 -5.82991 0.0 0.1 0.0
H -11.05251 0.05939 -5.50776 0.0 0.0 0.0
H -10.86671 1.16201 -6.88249 0.0 0.0 0.0
H -12.00927 2.27576 -4.93783 0.0 0.0 0.1
H -9.16906 3.32406 -5.36745 0.0 -0.1 -0.1
H -10.52334 4.25311 -4.74119 0.0 0.0 0.0
H -10.54830 3.68872 -6.42075 0.0 0.0 0.0
H -9.59859 1.72777 -3.56979 0.0 0.0 0.0
C 1.31435 -5.07534 2.82468 -0.1 0.0 -0.2
C 2.79633 -5.40033 2.71287 -0.3 0.1 0.4
C 3.28006 -6.20862 3.90530 0.2 0.0 -0.1
O 3.54968 -4.18774 2.60170 0.1 0.2 -0.2
H 1.12185 -4.47583 3.71893 0.0 -0.1 0.1
H 0.98260 -4.48925 1.96535 0.0 0.0 0.0
H 0.71040 -5.98293 2.88380 0.0 0.0 0.0
H 2.98428 -5.95731 1.79392 0.1 0.1 -0.1
H 3.14027 -5.64340 4.83089 -0.1 0.0 0.0
H 4.34421 -6.42804 3.81322 0.0 0.0 0.0
H 2.73477 -7.14920 3.99106 0.0 0.0 0.0
H 3.39611 -3.68022 3.40676 0.0 -0.1 0.1
C -1.62602 -7.86007 1.08218 0.1 0.1 0.0
C -0.94869 -8.72409 2.13560 -0.5 -0.1 -0.1
C -1.47142 -10.15189 2.10629 0.1 -0.1 0.1
O -1.13807 -8.15580 3.43193 0.3 0.0 0.0
H -2.70303 -7.80959 1.26630 0.0 -0.1 0.0
H -1.24042 -6.84003 1.11699 0.0 0.0 0.0
H -1.46665 -8.25801 0.07921 0.0 0.0 0.0
H 0.12927 -8.72761 1.96588 0.0 0.0 0.1
H -2.54368 -10.16935 2.32009 0.0 0.0 -0.1
H -0.97658 -10.75589 2.86717 0.0 0.0 0.0
H -1.30693 -10.61467 1.13233 0.0 0.0 0.0
H -2.08415 -8.13883 3.61109 0.0 0.0 0.0
C 7.30312 9.68633 3.81744 0.0 -0.1 0.1
C 7.00034 9.03199 2.47821 0.0 0.5 0.0
C 7.55749 9.84674 1.32100 0.0 -0.1 -0.1
O 5.59148 8.85689 2.32353 0.0 -0.3 0.0
H 6.84040 10.67560 3.87166 0.1 0.0 -0.1
H 6.89653 9.09021 4.63490 0.0 0.0 0.0
H 8.37730 9.79984 3.96958 0.0 0.0 0.0
H 7.42928 8.02912 2.45750 -0.1 -0.1 0.0
H 7.10240 10.84081 1.30075 0.0 0.0 0.1
H 7.33117 9.36438 0.36973 0.0 0.0 0.0
H 8.63877 9.96472 1.40345 0.0 0.0 0.0
H 5.18187 9.72842 2.33756 0.0 0.0 0.0
C -5.02784 -4.51454 3.16159 0.0 0.1 -0.1
C -3.52017 -4.55864 2.96471 -0.2 0.0 0.4
C -2.84280 -5.41351 4.02499 0.2 0.1 -0.1
O -2.98265 -3.23452 2.98234 0.0 -0.1 -0.2
H -5.27316 -4.07264 4.13116 0.0 -0.1 0.0
H -5.49710 -3.89833 2.39398 0.0 0.0 0.0
H -5.46285 -5.51396 3.11888 0.0 0.0 0.0
H -3.29302 -4.95925 1.97540 0.1 0.1 0.0
H -3.02217 -4.99937 5.02099 -0.1 0.0 0.0
H -1.76367 -5.43541 3.86862 -0.1 -0.1 0.0
H -3.21814 -6.43797 4.00606 -0.1 0.1 0.0
H -3.16765 -2.85115 3.84669 0.0 0.0 0.0
```
Forces are in eV/Å.

Results of the Löwdin charge analysis, in e, for atoms 1 through 5:
1 C -0.0158
2 C -0.4657
3 O 0.1101
4 N -0.0309
5 C -0.0182